Density functional theory data (the ωB97M-V functional and the def2-TZVPD basis) for 2 unconnected molecules or ions with the total composition CH3NO4 at a distorted geometry.

Last column: natural (NBO) charge in e.
Atoms and positions in Å:
O  -0.170  2.065  -0.180  -0.49
O  2.247  0.291  0.680  -0.39
O  -1.049  -1.451  -0.339  -0.51
O  0.242  -1.830  0.144  -0.58
N  -0.032  0.707  0.145  -0.39
C  1.141  0.343  0.454  0.95
H  -1.679  -1.921  0.304  0.48
H  -0.660  -0.172  -0.078  0.45
H  -0.039  1.968  -1.130  0.48

Summary:
Kohn-Sham gap (alpha / beta) (eV): 8.6 / 8.7
HOMO level (alpha / beta) (Eh): -0.319 / -0.319
Energy (eV): -10758.7687
Relative energy (zero: lowest compared OMol25 entry of this formula, charge and spin) (kJ/mol): 457.9